No. 1
# C34H43F8NO8P2

3 unconnected molecules or ions with the total composition C34H43F8NO8P2 (wB97M-V/def2-TZVPD, OMol25).

The geometry in XYZ format:
```
96
Properties=species:S:1:pos:R:3:lowdin_charge:R:1
C -1.71791 4.25131 3.68617 -0.186
C -1.66788 5.70256 2.89777 -0.425
P -0.49811 5.55433 1.39687 0.875
C 1.33338 5.82695 1.85825 -0.436
C 1.79309 5.19113 3.30025 -0.193
C -0.78549 3.96514 0.37952 -0.323
C -2.09479 3.72815 -0.61629 -0.039
C -2.28592 2.33284 -1.51780 0.010
C -1.16499 1.14384 -1.41361 -0.031
C 0.13572 1.39115 -0.38690 -0.013
C 0.35211 2.76073 0.50410 0.001
C 1.17243 0.07591 -0.33616 -0.224
O 1.41567 -0.40919 0.87032 0.006
C 1.59805 -0.51062 -1.80031 0.079
C 0.29596 -0.74212 -2.83380 0.060
C 0.43707 -1.36552 -4.33845 -0.100
N -0.64333 -1.66177 -5.33449 -0.125
C -1.56312 -0.51405 -5.63222 -0.088
C -1.33944 -2.97970 -5.12448 -0.269
C -0.83942 -4.23001 -4.18949 -0.022
O -2.48803 -3.18289 -5.82850 -0.065
C 1.99853 -1.71649 -4.82435 -0.172
P 2.22516 -2.44063 -6.61525 0.921
O 2.98310 -1.28389 -7.67274 -0.343
O 3.04440 -3.97536 -6.58167 -0.335
C 3.30427 -1.44281 -3.83303 -0.038
C 4.76810 -1.80110 -4.54668 -0.067
C 5.24550 -3.35430 -4.31799 -0.174
O 6.38658 -3.85976 -4.82930 0.015
F 4.38506 -4.30976 -3.55031 -0.038
C 3.16665 -0.85037 -2.27471 0.058
C 4.45426 -0.57318 -1.32450 -0.167
F 4.24448 -0.54555 0.12812 0.039
F 5.60174 -1.53716 -1.52559 0.003
C 5.04955 0.92161 -1.77334 -0.099
F 6.51045 0.74862 -2.11435 0.016
F 4.40369 1.46710 -2.99311 0.031
C 4.95062 2.05361 -0.59559 -0.122
F 5.94495 1.84032 0.52065 0.040
F 5.37763 3.35622 -1.23160 0.019
F 3.58063 2.30465 -0.07597 0.037
C -1.21928 -0.29258 -2.27546 -0.189
O -2.33349 -0.99532 -2.48836 -0.019
H -0.75374 3.65684 3.31775 0.056
H -2.66535 3.66803 3.30865 0.081
H -1.73559 4.43368 4.84257 0.078
H -1.18593 6.48806 3.63978 0.084
H -2.74886 6.10211 2.59335 0.089
H 1.65878 6.96144 1.83646 0.088
H 1.97958 5.28252 1.01509 0.087
H 1.32668 5.70562 4.24188 0.078
H 1.60772 4.03380 3.25399 0.061
H 2.97518 5.33995 3.36571 0.085
H -2.87365 4.62139 -0.63692 0.093
H -3.21485 2.21635 -2.22340 0.100
H 1.29543 2.82416 1.20487 0.088
H -2.59084 -0.68882 -5.07405 0.106
H -1.10204 0.48983 -5.23347 0.107
H -1.77376 -0.34602 -6.79032 0.118
H -1.72893 -4.57322 -3.48771 0.097
H -0.50701 -5.12775 -4.90050 0.109
H 0.08042 -4.00274 -3.50280 0.076
H 2.60433 -0.37930 -7.44222 0.075
H 2.71129 -4.45144 -5.74842 0.074
H 4.79200 -1.49758 -5.69991 0.138
H 5.56031 -1.06796 -4.03647 0.134
C -3.12352 0.03652 5.36172 -0.079
C -1.64635 0.38184 5.46047 -0.274
O -1.39475 1.61086 6.13756 -0.180
C -1.84211 1.69395 7.48880 -0.280
C -1.21454 0.65129 8.39834 -0.083
H -3.67096 0.83812 4.85094 0.080
H -3.26115 -0.89563 4.80356 0.076
H -3.57858 -0.09367 6.34541 0.065
H -1.24390 0.49303 4.44860 0.117
H -1.08196 -0.43006 5.92858 0.105
H -2.93532 1.64607 7.52745 0.105
H -1.56471 2.69097 7.85082 0.118
H -1.46427 -0.36606 8.08849 0.065
H -1.56310 0.78447 9.42705 0.078
H -0.12271 0.73879 8.38425 0.083
C -4.94162 -4.06379 1.60870 -0.083
C -3.82041 -5.03706 1.28216 -0.278
O -3.36026 -4.94204 -0.06375 -0.161
C -2.82775 -3.68168 -0.46473 -0.275
C -1.62487 -3.24563 0.35453 -0.066
H -5.79246 -4.21936 0.93415 0.084
H -5.27985 -4.20349 2.64092 0.077
H -4.62461 -3.02492 1.49951 0.063
H -4.19246 -6.05789 1.41517 0.118
H -2.98323 -4.92174 1.97691 0.103
H -3.61330 -2.91904 -0.45081 0.107
H -2.52139 -3.78890 -1.51196 0.093
H -1.87385 -3.11521 1.41017 0.068
H -1.23498 -2.29381 -0.01894 0.057
H -0.82980 -3.99693 0.29640 0.087
```

## Properties
frontier orbital gap = 0.19952 Eh
net charge = 0
SMILES = CCP(CC)c1ccc2c(c1)C(=O)c1c(c(N(C)C(C)=O)c(P(O)O)c(CC(=O)F)c1C(F)(F)C(F)(F)C(F)(F)F)C2=O.CCOCC.CCOCC
total energy = -94113.8869 eV
molecular weight = 807.65 g mol⁻¹

---

No. 2
# C24H96N48O24

24 unconnected molecules or ions with the total composition C24H96N48O24 (wB97M-V/def2-TZVPD, OMol25).

The geometry in XYZ format:
```
192
Properties=species:S:1:pos:R:3:lowdin_charge:R:1
C 9.06114 13.94468 9.52221 -0.583
O 9.68290 14.47628 8.63967 0.017
N 9.67086 13.77156 10.84240 0.135
N 7.72406 13.47936 9.33231 0.136
H 10.62028 14.17668 10.89322 0.042
H 9.05489 14.17415 11.55956 0.069
H 7.31712 13.93602 8.51724 0.098
H 7.06069 13.19606 10.05355 0.098
C 9.85578 13.46715 14.41929 -0.578
O 8.93168 14.10258 13.90697 -0.025
N 10.37000 12.24717 13.83666 0.142
N 10.53704 13.87500 15.58169 0.157
H 10.04276 11.97292 12.91070 0.081
H 11.18694 11.77848 14.23048 0.057
H 10.06188 14.59388 16.11286 0.102
H 11.18189 13.23082 16.05485 0.036
C 20.11993 16.44114 17.56032 -0.587
O 19.02129 16.95053 17.50035 -0.020
N 21.29592 17.23886 17.41182 0.135
N 20.32977 15.08255 17.66009 0.174
H 22.04988 16.83494 16.83817 0.106
H 20.96230 18.14974 17.06649 0.102
H 19.57853 14.40356 17.73166 0.056
H 21.22119 14.80673 18.03936 0.102
C 16.62423 22.29262 11.44663 -0.546
O 16.30729 21.14300 10.99500 -0.080
N 17.95473 22.67918 11.59192 0.163
N 15.65920 23.18086 11.94569 0.159
H 18.19866 23.63792 11.79014 0.097
H 18.57489 22.17020 10.98009 0.064
H 15.96462 24.08553 12.30052 0.098
H 14.65708 23.11868 11.71052 0.056
C 11.28554 18.49224 18.30352 -0.643
O 10.14249 18.77423 18.21851 0.064
N 12.09412 18.75924 19.37854 0.138
N 12.04608 17.94530 17.18177 0.132
H 11.67816 19.17828 20.20520 0.113
H 13.09574 18.86144 19.18420 0.063
H 13.04606 17.80176 17.23638 0.034
H 11.72076 18.00003 16.21161 0.058
C 10.74474 17.94496 13.90378 -0.600
O 11.86216 18.38604 14.10459 -0.002
N 10.49559 16.80430 13.12839 0.171
N 9.60682 18.44440 14.52864 0.169
H 11.21309 16.53804 12.48684 0.029
H 9.85085 16.06883 13.42592 0.071
H 9.74342 19.15438 15.23478 0.100
H 8.70301 17.98975 14.46534 0.106
C 15.89544 18.16125 18.31863 -0.506
O 14.66004 18.41691 18.19769 -0.092
N 16.90579 19.15770 18.39640 0.166
N 16.38104 16.83812 18.39956 0.159
H 16.61689 20.12576 18.40353 0.103
H 17.72291 18.91802 17.84811 0.066
H 17.29836 16.60560 17.94386 0.066
H 15.68504 16.12266 18.08189 0.057
C 16.71897 13.55892 9.36138 -0.578
O 17.06742 14.06669 10.43531 -0.026
N 17.28342 13.94193 8.12323 0.143
N 15.88170 12.41898 9.34055 0.147
H 16.67267 13.81834 7.31821 0.091
H 17.68003 14.89702 8.07302 0.066
H 15.49776 12.12524 10.24009 0.057
H 15.50701 11.98122 8.51448 0.093
C 9.85190 18.11653 9.06101 -0.524
O 9.95374 19.35800 9.24678 -0.041
N 9.32015 17.61962 7.81490 0.126
N 10.32511 17.16418 10.00401 0.164
H 9.54282 16.64910 7.59781 0.063
H 9.18979 18.25320 7.02099 0.100
H 10.92324 17.51260 10.75527 0.065
H 10.27113 16.15770 9.89517 0.043
C 12.34062 21.77002 10.86560 -0.600
O 12.96986 22.79954 11.05357 0.010
N 10.95867 21.77177 10.69561 0.151
N 12.90896 20.48340 10.83421 0.156
H 10.57989 22.71631 10.67093 0.104
H 10.47650 21.07674 10.13390 0.047
H 12.45875 19.72790 10.33410 0.085
H 13.93106 20.51373 10.88195 0.066
C 20.14468 19.85717 10.32011 -0.634
O 20.37775 21.02967 10.11678 -0.005
N 20.03245 18.97021 9.23735 0.155
N 19.88821 19.44259 11.63947 0.154
H 20.19781 19.26233 8.27993 0.110
H 19.88777 18.00876 9.48105 0.080
H 19.96964 20.14931 12.35859 0.099
H 19.40860 18.57474 11.87515 0.061
C 18.23254 12.52354 14.13116 -0.529
O 17.99627 11.34303 13.96038 -0.007
N 17.64694 13.60810 13.42468 0.159
N 19.29842 12.94931 15.08909 0.126
H 17.01834 13.30957 12.67428 0.069
H 17.91446 14.59562 13.53223 0.041
H 19.49191 12.23800 15.81731 0.080
H 19.32435 13.90740 15.44788 0.044
C 12.94880 15.01801 11.17650 -0.561
O 13.06827 16.24791 11.33323 -0.057
N 13.05327 14.46200 9.86448 0.169
N 12.60578 14.11051 12.20469 0.177
H 13.43161 14.99715 9.08809 0.106
H 13.17567 13.44806 9.77193 0.073
H 12.86132 14.28533 13.18464 0.058
H 12.57825 13.12656 11.96421 0.051
C 13.68767 14.87305 18.45246 -0.570
O 14.75010 14.24134 18.27334 -0.068
N 12.74356 15.11266 17.40616 0.163
N 13.55359 15.69200 19.59266 0.158
H 12.00705 15.79883 17.48649 0.063
H 12.79757 14.61745 16.52063 0.028
H 12.90565 16.48086 19.72370 0.079
H 14.47009 15.81124 20.02995 0.098
C 15.22870 19.78215 14.58908 -0.572
O 16.36340 20.24458 14.93515 -0.066
N 14.40215 19.13485 15.44093 0.193
N 14.80967 19.81083 13.23323 0.160
H 13.49406 18.85777 15.09971 0.042
H 14.54241 18.99294 16.45080 0.065
H 13.87840 19.61468 12.87284 0.066
H 15.44377 20.29700 12.61284 0.033
C 10.62949 11.60398 19.41989 -0.596
O 10.08056 11.63295 20.53902 0.001
N 11.28749 12.68501 18.86770 0.149
N 10.35704 10.49808 18.54123 0.121
H 11.59663 12.64335 17.90518 0.031
H 11.02442 13.62277 19.17495 0.109
H 9.77580 9.74851 18.94059 0.103
H 10.28460 10.60307 17.53290 0.073
C 14.57720 15.49889 14.66650 -0.530
O 13.57654 14.76046 14.87135 -0.076
N 15.75276 15.37969 15.48987 0.178
N 14.65243 16.34259 13.60276 0.209
H 16.64921 15.48640 15.02249 0.048
H 15.73027 14.56184 16.10068 0.067
H 13.97282 16.46782 12.84896 0.054
H 15.44217 16.98320 13.62039 0.062
C 18.78028 13.25906 20.42586 -0.638
O 18.10435 13.80210 21.20619 0.077
N 20.02077 12.68364 20.78346 0.136
N 18.31507 13.06308 19.02463 0.113
H 20.16607 12.79573 21.78563 0.101
H 20.54118 12.00664 20.23831 0.091
H 17.41474 13.55462 18.92228 0.079
H 18.29490 12.17173 18.52362 0.032
C 18.20548 17.35817 13.98381 -0.564
O 18.66136 16.19282 14.05070 -0.041
N 18.41018 18.30680 15.02857 0.173
N 17.46206 17.82006 12.89689 0.156
H 18.76716 17.92012 15.90850 0.041
H 17.74979 19.07646 15.13213 0.037
H 17.01318 18.73145 12.86803 0.079
H 17.29540 17.20020 12.11369 0.067
C 15.10130 10.53070 20.18775 -0.596
O 14.70840 9.36133 20.10504 -0.021
N 14.38636 11.63659 19.86113 0.191
N 16.49010 10.79342 20.63458 0.123
H 14.74485 12.58001 19.89266 0.081
H 13.42347 11.47330 19.59277 0.085
H 16.74720 11.71906 20.99754 0.063
H 17.02706 10.04130 21.06548 0.089
C 14.05337 10.86684 12.10215 -0.538
O 13.69523 11.62793 11.12317 -0.087
N 13.88968 9.44860 11.97458 0.147
N 14.42737 11.33245 13.31585 0.194
H 13.92108 8.83309 12.77074 0.084
H 13.76601 8.94453 11.11868 0.090
H 14.69105 12.32246 13.24274 0.107
H 14.93020 10.82140 14.04164 0.098
C 13.43098 11.04507 16.47118 -0.590
O 12.30329 11.50055 16.19719 -0.068
N 14.53049 11.84849 16.57838 0.202
N 13.50440 9.69728 16.95486 0.154
H 14.43348 12.82303 16.32027 0.063
H 15.44766 11.54336 16.91935 0.087
H 14.25183 9.43937 17.59968 0.046
H 12.62508 9.18440 17.12510 0.101
C 16.79869 17.52917 8.96913 -0.562
O 17.48701 16.88311 8.10526 -0.068
N 16.54884 18.88537 8.86795 0.166
N 16.38044 16.87771 10.14523 0.144
H 16.31510 19.47880 9.65708 0.052
H 16.91248 19.42089 8.08325 0.112
H 16.64643 15.92700 10.42605 0.060
H 15.65649 17.34889 10.67575 0.079
C 17.21448 9.66097 16.96209 -0.630
O 17.55987 10.78017 17.38194 -0.042
N 17.26546 9.32041 15.65067 0.169
N 16.59702 8.74071 17.82361 0.145
H 17.07959 8.37119 15.36656 0.103
H 17.68243 10.01239 15.01100 0.052
H 16.19905 7.85921 17.48971 0.107
H 16.67101 8.87086 18.83879 0.080
```

## Properties
energy relative to the best compared isomer or geometry (same formula, charge and spin) = 3.1281 eV
frontier orbital gap = 0.35180 Eh
net charge = 0
total energy = -147138.8951 eV
molecular weight = 1441.34 g mol⁻¹